A cluster of 5 separate species, H10O5 in total at a distorted geometry, computed with wB97M-V/def2-TZVPD.

Each line ends with the Löwdin charge.
Geometry (Å):
O1 -0.542 0.344 -0.206  -0.057
H1 -0.555 -0.535 -0.575  0.000
H2 -1.013 0.396 0.615  0.004
O2 1.653 1.214 1.461  -0.081
H3 1.585 0.843 2.359  0.025
H4 0.971 0.730 0.963  -0.017
O3 -0.935 0.170 2.490  -0.029
H5 -1.333 0.831 3.084  0.084
H6 -1.520 -0.553 2.363  0.037
O4 -0.309 -1.985 -1.673  -0.018
H7 -0.170 -1.958 -2.612  0.054
H8 -0.716 -2.802 -1.394  0.055
O5 1.275 1.289 -2.159  -0.076
H9 1.053 1.116 -3.093  0.034
H10 0.557 0.902 -1.622  -0.014

Calculated values
**Structure (SMILES)**: O.O.O.O.O
**ΔE to the lowest compared entry with this formula, charge and spin**: 25.8 kcal/mol
**HOMO energy**: -0.37571 hartree
**E_LUMO**: 0.1 eV
**Net charge**: 0